96
Properties=species:S:1:pos:R:3:forces:R:3 method="wB97M-V/def2-TZVPD" charge=-1 multiplicity=1 homo_ev=-3.2530 gap_ev=4.9 lumo_energy_ev=1.6103
N -1.6543 -0.8096 1.5266 0.469 0.460 -0.956
C -0.4099 -0.1866 0.9331 0.079 -0.237 1.764
C 0.4503 0.4214 2.1610 0.980 -1.231 -1.201
O 0.2111 1.8324 2.3602 0.316 -0.326 -0.227
C 1.9855 0.0655 1.8428 -0.062 -0.489 0.731
C 2.2300 -1.3765 2.5493 -0.835 1.239 -0.367
Br 3.1255 -2.6282 1.2565 0.309 0.084 -0.345
I 3.7339 -0.9603 4.1481 0.193 -0.010 0.126
H -1.9368 -0.1885 2.2886 -0.117 -0.536 -0.226
H -1.3692 -1.7086 1.9245 -0.115 0.523 0.095
H -0.6702 0.6261 0.1875 0.588 -1.155 0.981
H 0.1683 -1.0505 0.4848 -0.503 1.233 0.250
H 0.1113 -0.1427 3.0957 0.686 0.736 -1.142
H 1.0740 2.2732 2.4275 -0.448 -0.280 -0.068
H 2.1795 0.0192 0.7153 -0.393 0.113 1.391
H 2.6908 0.8634 2.2577 -1.987 -2.227 -0.457
Br -3.3999 2.1153 2.7808 0.013 0.181 -0.029
C -4.4606 2.5913 1.2168 -0.098 -0.093 0.234
C -4.4624 1.4854 0.1903 -0.004 0.087 -0.258
Br -2.7861 1.4336 -0.8022 -0.431 0.146 -0.146
H -4.0591 3.5297 0.8368 0.000 -0.153 -0.027
H -5.4674 2.7591 1.5987 0.096 -0.055 -0.128
H -5.2325 1.6642 -0.5613 0.017 0.040 0.109
H -4.6049 0.4946 0.6218 0.100 0.115 0.043
Br 1.5072 3.8359 -0.2866 -0.023 0.053 -0.376
C 0.4430 4.3091 -1.8473 -0.068 -0.067 0.397
C 0.4513 3.2024 -2.8714 -0.092 0.103 -0.230
Br 2.1305 3.1638 -3.8616 -0.007 -0.083 0.041
H 0.8368 5.2507 -2.2273 -0.032 -0.155 -0.061
H -0.5661 4.4703 -1.4652 0.031 -0.077 -0.094
H -0.3188 3.3704 -3.6253 0.047 0.012 0.080
H 0.3172 2.2130 -2.4357 0.057 0.146 0.045
Br 6.5235 -4.2769 6.0803 0.090 -0.039 -0.081
C 8.2296 -3.6153 5.4115 -0.099 0.001 0.316
C 8.0578 -2.3252 4.6497 0.103 0.054 -0.360
Br 7.3317 -2.6427 2.8715 -0.003 0.030 0.098
H 8.6664 -4.4126 4.8124 -0.066 0.156 -0.018
H 8.8413 -3.4575 6.3007 -0.028 0.046 -0.089
H 9.0241 -1.8480 4.4813 -0.035 -0.085 0.085
H 7.3900 -1.6194 5.1429 -0.005 -0.162 -0.017
Br -5.8022 -2.6150 -1.3056 0.035 0.061 -0.010
C -4.1195 -3.1804 -0.4986 0.035 -0.069 -0.167
C -4.3441 -3.8256 0.8451 0.182 0.113 0.216
Br -4.7065 -2.4900 2.2136 -0.174 -0.086 0.015
H -3.4781 -2.2999 -0.4500 -0.047 -0.070 0.138
H -3.6941 -3.8972 -1.2018 -0.017 0.005 0.124
H -3.4409 -4.3378 1.1791 -0.018 0.079 -0.106
H -5.1778 -4.5261 0.8548 0.074 0.112 -0.093
Br 7.0863 3.8533 0.7200 0.023 0.024 0.078
C 6.6328 2.0252 1.2263 0.129 -0.024 -0.132
C 5.2583 1.6450 0.7400 -0.249 -0.246 0.118
Br 3.8700 2.4369 1.8506 1.563 1.926 -0.248
H 6.7383 1.9600 2.3079 -0.125 -0.012 -0.124
H 7.3925 1.4028 0.7527 -0.120 0.006 0.012
H 5.1063 0.5663 0.8226 0.029 0.034 0.075
H 5.0612 1.9575 -0.2847 0.069 0.031 0.126
Br 3.2479 -2.0662 -2.8486 -0.040 -0.030 0.016
C 2.8054 -3.9090 -2.4064 0.229 0.090 -0.077
C 1.4222 -4.2645 -2.8934 1.011 0.348 1.028
Br 0.0477 -3.5044 -1.7308 2.142 2.315 3.252
H 2.9277 -4.0155 -1.3286 -0.131 0.100 -0.077
H 3.5572 -4.5144 -2.9143 -0.121 0.012 -0.025
H 1.2715 -5.3432 -2.8532 0.303 0.054 0.141
H 1.2257 -3.9085 -3.9021 0.406 0.195 0.150
Br -3.0488 -2.7549 -5.8576 0.108 -0.074 -0.037
C -3.1015 -4.6740 -5.5213 -0.378 0.127 -0.021
C -2.7632 -4.9880 -4.0847 0.387 -0.405 -0.139
Br -0.8461 -4.8449 -3.7567 -3.960 -2.747 -4.212
H -2.4228 -5.1397 -6.2333 -0.017 0.033 0.169
H -4.1248 -4.9747 -5.7509 0.069 0.035 0.049
H -3.0166 -6.0225 -3.8487 -0.075 0.086 -0.086
H -3.2564 -4.3259 -3.3725 0.013 0.020 -0.187
Br -0.9862 6.9847 1.4680 0.007 -0.092 -0.023
C -0.7207 5.9999 3.1295 -0.174 0.103 0.048
C 0.5860 6.3719 3.7854 0.195 -0.253 0.052
Br 2.0904 5.5259 2.8845 0.020 0.160 0.123
H -0.7929 4.9401 2.8853 0.103 0.091 0.018
H -1.5625 6.2806 3.7634 0.092 -0.008 -0.024
H 0.6206 5.9989 4.8096 -0.099 0.002 -0.089
H 0.7780 7.4439 3.7877 -0.109 -0.111 -0.058
Br -7.3925 6.2526 2.6056 -0.091 -0.046 -0.056
C -8.8758 5.1059 3.1364 0.156 0.216 0.162
C -8.4426 3.6661 3.2473 -0.163 -0.204 -0.086
Br -8.2593 2.8444 1.4900 -0.030 0.017 0.059
H -9.6722 5.2601 2.4103 0.108 -0.112 0.056
H -9.1958 5.4860 4.1071 0.031 -0.098 -0.052
H -9.2021 3.0747 3.7595 0.037 0.093 -0.033
H -7.4879 3.5421 3.7567 -0.095 0.103 -0.065
Br 4.1315 -3.5099 -7.2664 -0.047 0.075 -0.033
C 2.5247 -2.4426 -6.9820 0.104 -0.128 0.246
C 1.2885 -3.1769 -7.4366 -0.176 0.193 -0.073
Br 1.1209 -3.1519 -9.3789 0.003 -0.099 0.031
H 2.6774 -1.4963 -7.4981 -0.085 -0.139 0.005
H 2.4904 -2.2633 -5.9060 -0.028 -0.022 -0.063
H 0.3898 -2.6807 -7.0677 0.097 -0.011 0.017
H 1.2726 -4.2219 -7.1305 0.082 0.129 -0.013

---

86
Properties=species:S:1:pos:R:3:forces:R:3 method="wB97M-V/def2-TZVPD" charge=-1 multiplicity=1 homo_ev=-5.4491 gap_ev=7.9 lumo_energy_ev=2.4548
C 4.8833 -2.3180 -0.0993 0.002 -0.220 0.090
C 3.3666 -2.3847 -0.2133 0.769 0.118 -0.190
N 2.8059 -3.7286 0.0223 -1.303 0.468 0.295
C 2.0889 -4.2518 -1.1670 0.437 0.063 -0.426
C 3.0457 -4.4443 -2.3399 0.044 -0.197 0.209
C 2.3037 -3.9399 1.2694 0.453 -0.088 -0.476
S 2.8981 -3.2103 2.6245 -0.019 0.176 0.146
S 0.9215 -5.0767 1.4152 0.145 -0.451 0.404
C -0.3418 -3.8853 1.9647 -0.012 0.043 -0.190
C -1.2226 -3.5036 0.7765 0.055 0.077 0.529
C -1.8882 -2.1426 0.9612 -0.099 -0.109 0.122
N -2.3638 -1.6043 -0.2947 0.097 -0.260 -0.318
C -1.3836 -0.8911 -1.1163 -0.038 -0.062 0.082
C -0.4816 -1.8636 -2.0289 0.275 0.757 0.037
O -0.9300 -2.9995 -2.2183 0.004 -0.221 -0.163
O 0.5404 -1.3128 -2.5030 -0.346 -0.417 0.158
C -2.2766 -0.0764 -2.0966 0.173 -0.159 0.001
Br -1.2981 1.3385 -3.0172 -0.072 0.110 -0.063
C -2.9778 -1.0289 -3.0664 -0.342 0.221 -0.201
C -2.3944 -1.1894 -4.4549 -0.032 -0.106 0.020
Br -4.8696 -0.4193 -3.2662 0.075 -0.090 0.006
N -0.5003 0.0137 -0.3613 -0.344 -0.157 0.489
C 0.7829 -0.5187 0.1095 0.122 0.478 -0.263
C -1.0812 1.0250 0.3860 0.668 -0.249 -0.157
C -0.1947 2.2241 0.6417 -0.101 -0.014 0.082
O -2.2427 1.0104 0.7446 -0.551 0.355 -0.239
H 5.2085 -2.6580 0.8836 -0.022 0.035 0.000
H 5.2268 -1.2908 -0.2380 -0.025 -0.021 -0.051
H 5.3530 -2.9544 -0.8530 0.006 0.065 -0.008
H 2.9051 -1.6786 0.4783 0.174 -0.232 0.059
H 3.0749 -2.0871 -1.2212 -0.140 -0.042 0.051
H 1.6496 -5.2103 -0.9231 -0.050 0.055 0.048
H 1.2964 -3.5519 -1.4567 0.026 -0.187 0.050
H 3.4040 -3.5019 -2.7525 -0.050 -0.017 -0.048
H 2.5299 -4.9978 -3.1252 -0.024 0.145 -0.051
H 3.9074 -5.0411 -2.0283 0.017 0.025 -0.014
H -0.8771 -4.3517 2.7924 -0.039 0.061 -0.018
H 0.1931 -3.0155 2.3479 0.004 -0.096 0.140
H -2.0013 -4.2548 0.6336 0.109 -0.053 -0.260
H -0.5963 -3.4949 -0.1104 -0.239 0.002 -0.101
H -1.2014 -1.4530 1.4759 -0.016 -0.009 -0.013
H -2.7417 -2.2560 1.6380 -0.052 0.075 -0.107
H -3.1847 -1.0350 -0.1572 0.151 0.190 0.218
H -3.0039 0.4855 -1.5182 0.031 -0.074 0.025
H -3.0661 -1.9937 -2.5761 0.003 0.051 0.060
H -2.8282 -2.0746 -4.9198 0.028 0.006 0.000
H -1.3133 -1.3232 -4.3822 -0.028 -0.011 -0.019
H -2.6196 -0.3251 -5.0791 0.119 0.019 0.055
H 1.0724 -0.0236 1.0373 -0.071 -0.110 0.025
H 0.6871 -1.5832 0.3335 0.022 0.019 -0.101
H 1.5683 -0.3858 -0.6315 -0.130 -0.014 -0.008
H 0.7596 1.9545 1.0881 0.010 0.080 0.020
H -0.7275 2.9288 1.2777 0.059 -0.039 0.035
H 0.0143 2.6895 -0.3238 0.042 0.008 0.045
C -3.7678 1.7157 3.5102 -0.037 0.048 -0.039
O -4.1767 0.8064 4.5226 0.109 -0.004 0.021
C -3.4952 -0.4348 4.4329 -0.123 0.002 -0.020
C -2.3855 -0.5463 5.4540 0.074 -0.006 -0.007
O -1.3374 0.3751 5.2031 -0.002 -0.006 0.009
C -1.3732 1.5180 6.0289 -0.011 0.019 -0.027
H -4.2154 2.6842 3.7317 -0.048 -0.037 0.058
H -2.6810 1.8180 3.4842 0.001 0.010 -0.044
H -4.1024 1.3824 2.5255 0.056 0.004 -0.019
H -3.0862 -0.5737 3.4265 0.004 0.005 0.008
H -4.2243 -1.2313 4.6168 0.012 -0.006 0.002
H -1.9570 -1.5524 5.4083 -0.009 -0.001 -0.009
H -2.7934 -0.3933 6.4596 0.002 -0.010 0.011
H -1.1220 1.2641 7.0661 -0.024 -0.002 0.005
H -2.3543 2.0007 6.0083 0.003 0.006 0.006
H -0.6262 2.2134 5.6488 0.013 -0.010 0.007
C 1.3066 5.9960 -0.8493 -0.006 -0.008 0.019
O 1.4546 4.7237 -1.4407 0.048 0.038 -0.030
C 0.8190 4.6025 -2.7057 -0.016 -0.066 0.075
C 1.8133 4.6813 -3.8390 0.010 0.053 -0.077
O 2.4146 5.9668 -3.9353 0.000 -0.008 0.031
C 3.7182 6.0191 -3.3955 -0.007 0.020 0.013
H 1.9493 6.0206 0.0299 -0.011 -0.011 0.010
H 1.6030 6.7977 -1.5323 -0.002 0.003 0.002
H 0.2712 6.1652 -0.5311 -0.003 0.013 -0.022
H 0.0532 5.3764 -2.8225 -0.001 0.003 -0.013
H 0.3253 3.6286 -2.7381 -0.011 -0.002 0.017
H 1.2940 4.4859 -4.7814 -0.002 -0.006 0.005
H 2.5799 3.9115 -3.7079 -0.003 -0.017 -0.006
H 4.4258 5.4572 -4.0161 -0.002 -0.021 0.015
H 3.7497 5.6226 -2.3770 0.009 -0.001 -0.001
H 4.0208 7.0655 -3.3808 0.002 0.000 -0.017